A cluster of 2 separate species, C4H14N in total. Source: OMol25; level of theory: ωB97M-V with the def2-TZVPD basis set.

The geometry in XYZ format:
```
19
Properties=species:S:1:pos:R:3:forces:R:3
C -0.2353 1.4975 1.1952 -2.5 0.6 0.2
C -0.6087 2.8007 0.3967 1.1 1.4 2.0
N -1.0505 0.4510 0.3804 -1.3 -0.8 1.3
H 0.8383 1.2309 1.3009 -0.9 0.1 -0.4
H -0.7557 1.5169 2.2559 1.4 0.0 -2.2
H 0.2737 3.4134 0.1933 -0.1 -0.3 -0.4
H -1.1201 3.4057 1.1385 -0.2 0.3 0.1
H -0.3694 -0.0813 -0.2486 -1.5 0.2 1.0
H -1.6119 -0.1732 1.1657 1.8 1.4 -3.2
H -1.7488 1.0548 -0.2330 1.6 -2.1 1.6
H -1.3187 2.8429 -0.4493 0.6 -0.9 0.1
C 1.4456 -1.6478 -1.0145 0.0 0.4 -1.6
C 0.5417 -2.8229 -0.7202 -3.4 -0.5 -1.4
H 1.4589 -0.8188 -0.2949 0.3 -0.5 0.6
H 2.4309 -2.1403 -1.1092 -0.1 1.2 0.0
H 1.1749 -1.0715 -1.9605 0.5 -1.2 0.7
H -0.6174 -2.6129 -0.8404 2.0 0.0 0.2
H 0.6085 -3.1494 0.3024 0.4 -0.5 0.3
H 0.6640 -3.6956 -1.4585 0.2 1.3 1.3
```
Forces are in eV/Å.

energy relative to the best compared isomer or geometry (same formula, charge and spin)	48.3	kcal per mole
charge	+1
multiplicity	1
LUMO level	-3.9	eV
E_tot	-5856.758	eV
HOMO-LUMO gap	0.411	hartree

Charges obtained by natural (NBO) population analysis, quoted in units of e:
1 C -0.22
2 C -0.69
3 N -0.75
4 H 0.25
5 H 0.23
6 H 0.26
7 H 0.25
8 H 0.47
9 H 0.48
10 H 0.47
11 H 0.23
12 C -0.63
13 C -0.62
14 H 0.16
15 H 0.25
16 H 0.21
17 H 0.18
18 H 0.22
19 H 0.25

A structure of composition C25H21Cl3FIrN4O9. Source: OMol25; level of theory: ωB97M-V with the def2-TZVPD basis set.

The geometry in XYZ format:
```
64
Properties=species:S:1:pos:R:3:forces:R:3
Ir 3.6926 -2.3795 -0.1260 -0.2 -1.2 0.2
C -3.7559 -2.3276 -0.1211 -0.7 -0.6 -2.1
C -2.6156 -1.8413 0.6414 1.8 0.2 0.4
N -1.3887 -1.7806 -0.2268 -1.8 -0.4 1.8
C -0.6666 -2.9228 -0.2585 -0.1 0.4 -0.7
C 0.4922 -3.0697 -0.9446 -0.3 0.9 0.3
C 1.2958 -4.2764 -0.6722 1.0 -0.4 0.8
O 0.8220 -5.3813 -0.5902 0.0 0.2 -0.2
O 2.5912 -4.0422 -0.3246 -0.5 0.6 -0.4
C 1.0105 -1.8999 -1.6081 -3.3 1.2 1.4
O 2.0472 -1.8682 -2.1760 3.7 0.1 -2.0
C 0.1886 -0.6174 -1.5411 -0.6 -2.0 0.5
C 0.5977 0.5024 -2.2004 -1.0 0.8 0.3
C -0.1814 1.6351 -2.1260 1.1 1.1 -0.8
F 0.3562 2.6862 -2.8753 -1.2 -0.3 0.9
C -1.3434 1.7169 -1.3605 -0.8 1.5 -0.7
C -1.7470 0.5691 -0.7376 -1.3 -0.5 0.5
C -1.0452 -0.6000 -0.8430 2.2 -0.8 -0.3
N -2.2951 2.8186 -1.2298 0.5 0.4 -0.2
C -2.1104 4.0793 -2.0074 1.7 -1.4 0.0
C -3.3175 4.9786 -1.7237 0.8 0.5 -1.2
N -4.4420 4.2277 -1.0987 -0.5 0.2 -1.5
C -4.0253 3.7581 0.2442 1.5 0.8 0.5
C -2.5848 3.2056 0.1857 0.3 -0.9 -0.2
H -4.5220 -2.5898 0.5590 -0.9 -0.7 0.7
H -3.4448 -3.2087 -0.7676 -0.7 1.0 0.7
H -4.2147 -1.5367 -0.7270 0.3 -0.2 -0.3
H -2.3908 -2.5430 1.4347 0.2 -0.2 0.2
H -2.7991 -0.9094 1.1640 0.3 0.3 -0.1
H -1.0674 -3.7729 0.2739 -0.1 0.1 0.2
H 1.4655 0.5569 -2.7984 0.9 -0.2 -0.4
H -2.6911 0.5902 -0.1908 0.4 0.0 -0.2
H -1.9080 3.8647 -3.0799 -1.0 -0.2 0.5
H -1.1316 4.5710 -1.7917 -0.8 0.1 0.6
H -3.5609 5.4637 -2.6878 -0.6 -0.3 0.7
H -3.1127 5.7513 -1.0048 0.4 0.4 0.2
H -4.6974 3.4290 -1.7073 0.4 0.2 0.5
H -5.2657 4.8407 -1.0786 0.2 -0.2 0.2
H -4.7000 3.0053 0.5298 -0.9 -0.9 0.5
H -4.0362 4.5919 0.9647 -0.4 -0.2 -0.4
H -2.5914 2.3000 0.8709 0.5 1.3 -0.6
H -1.7862 3.9244 0.4837 -0.8 -0.5 0.3
O -0.3667 2.5250 1.7895 -0.2 -0.7 0.3
C -0.6881 1.3771 2.1693 -1.8 0.2 0.5
O -1.8752 0.9324 2.3844 1.5 0.4 -0.4
C 0.4603 0.3777 2.2945 -0.2 0.2 -0.5
C 0.3310 -0.9936 2.4956 -0.8 0.9 0.8
C 1.3539 -1.8410 2.1850 0.1 0.3 -0.1
N 2.4391 -1.3687 1.5957 1.5 0.3 -0.5
C 2.6603 -0.0514 1.5117 -2.2 -0.3 0.3
C 1.6673 0.8632 1.8935 1.8 0.8 -1.2
C 3.7816 0.4064 0.6870 1.6 1.6 0.0
O 4.1348 1.5742 0.7187 -0.3 -1.3 -0.3
O 4.3712 -0.5358 -0.0331 -0.1 0.4 -0.1
H -0.6057 -1.2876 2.9201 -0.4 -0.6 0.0
H 1.3407 -2.8929 2.3275 -0.3 -0.8 0.1
H 1.7992 1.9396 1.6226 -0.1 -1.2 0.6
Cl 8.6402 -2.7071 -0.0092 -0.2 0.3 0.3
C 7.6937 -3.9221 0.8479 0.6 -0.3 1.1
Cl 8.4778 -4.4001 2.3875 0.2 0.4 -0.2
Cl 7.6390 -5.3524 -0.1286 -0.3 -0.8 -0.7
C 6.2595 -3.4766 1.2005 -1.7 0.4 -1.4
O 5.8273 -3.3940 2.3116 0.4 0.1 0.5
O 5.5378 -3.2719 0.1016 1.0 -0.1 0.5
```
Forces are in eV/Å.

<S²>	6.01
energy relative to the best compared isomer or geometry (same formula, charge and spin)	0.0	kcal per mole
multiplicity	5
LUMO level (spin up / spin down)	-1.4 / -1.7	eV
E_tot	-93772.783	eV
HOMO-LUMO gap (spin up / spin down)	0.242 / 0.252	hartree

Charges obtained by natural (NBO) population analysis, quoted in units of e:
1 Ir 1.75
2 C -0.62
3 C -0.23
4 N -0.38
5 C 0.15
6 C -0.36
7 C 0.79
8 O -0.56
9 O -0.76
10 C 0.53
11 O -0.61
12 C -0.16
13 C -0.19
14 C 0.32
15 F -0.35
16 C 0.19
17 C -0.28
18 C 0.25
19 N -0.49
20 C -0.25
21 C -0.24
22 N -0.49
23 C -0.24
24 C -0.29
25 H 0.22
26 H 0.22
27 H 0.20
28 H 0.20
29 H 0.26
30 H 0.23
31 H 0.26
32 H 0.23
33 H 0.23
34 H 0.23
35 H 0.24
36 H 0.22
37 H 0.45
38 H 0.43
39 H 0.22
40 H 0.23
41 H 0.31
42 H 0.23
43 O -0.74
44 C 0.74
45 O -0.80
46 C -0.10
47 C -0.18
48 C 0.01
49 N -0.47
50 C 0.07
51 C -0.16
52 C 0.74
53 O -0.55
54 O -0.73
55 H 0.23
56 H 0.22
57 H 0.29
58 Cl 0.05
59 C -0.21
60 Cl 0.02
61 Cl 0.06
62 C 0.73
63 O -0.56
64 O -0.80

The molecule CH4N2S2. Source: OMol25; level of theory: ωB97M-V with the def2-TZVPD basis set.

The geometry in XYZ format:
```
9
Properties=species:S:1:pos:R:3:forces:R:3
N 1.0597 -0.9904 0.5859 0.3 -0.6 -0.1
S 0.3018 -1.2064 -0.9507 -1.2 2.1 1.2
C -0.8476 0.3534 -0.7998 1.2 -1.9 -0.7
N -0.5671 1.1280 0.2283 0.2 0.0 0.1
S -1.9712 0.5268 -1.9467 -0.4 0.1 -0.4
H 0.7433 -1.6831 1.2602 0.0 0.1 -0.2
H 2.0714 -1.0285 0.5287 -0.1 0.1 -0.1
H -1.0133 2.0271 0.2843 -0.1 0.0 0.1
H 0.2230 0.8732 0.8098 0.0 0.0 0.1
```
Forces are in eV/Å.

energy relative to the best compared isomer or geometry (same formula, charge and spin)	3.6	kcal per mole
multiplicity	1
LUMO level	0.4	eV
E_tot	-25752.334	eV
HOMO-LUMO gap	0.321	hartree
SMILES	NSC(N)=S

Charges obtained by natural (NBO) population analysis, quoted in units of e:
1 N -1.01
2 S 0.37
3 C -0.03
4 N -0.80
5 S -0.13
6 H 0.38
7 H 0.38
8 H 0.41
9 H 0.43

A cluster of 16 separate species, H34NO15 in total. Source: OMol25; level of theory: ωB97M-V with the def2-TZVPD basis set.

The geometry in XYZ format:
```
50
Properties=species:S:1:pos:R:3:forces:R:3
N -2.1611 -2.0035 -1.2056 1.0 0.3 2.3
H -1.2161 -1.7236 -0.8245 -0.7 -0.1 -0.2
H -2.6760 -1.6552 -0.3962 -1.3 -0.8 -0.5
H -2.2214 -1.4743 -2.0783 -1.3 -0.1 0.8
H -1.9498 -2.9697 -1.3848 -1.0 -0.7 0.3
H -0.6231 1.1737 0.9763 -0.4 0.1 0.2
H 0.1559 1.9135 -0.0411 -0.6 0.3 -0.6
O -0.6806 1.3967 0.0376 0.9 0.5 0.1
H -1.6417 0.1493 3.0187 0.2 0.3 0.3
H -1.6777 -0.8584 4.1669 0.3 -0.1 -0.1
O -1.0567 -0.3671 3.6114 -0.7 -0.3 0.2
H 3.7924 2.2315 -1.8410 0.8 0.4 0.3
H 2.7758 1.1374 -1.9412 0.1 0.0 -0.2
O 3.1032 1.9274 -2.4174 -0.7 -0.6 0.0
H 0.1427 -2.6804 -3.1875 0.1 0.3 -0.4
H -0.7313 -1.4495 -2.6826 1.1 -0.4 -0.6
O -0.5374 -2.4075 -2.5717 1.5 -0.3 -1.3
H -0.5763 -0.9932 1.5694 0.0 -0.5 0.2
H 0.2996 -1.9448 0.6829 -0.5 0.3 -0.2
O -0.3819 -1.2245 0.6472 0.0 -0.1 0.6
H -3.5079 0.6626 -0.5792 0.2 -0.1 0.1
H -2.2003 0.0794 0.0214 0.2 0.7 0.0
O -3.1349 0.2312 0.2020 -0.7 -0.3 -0.1
H -2.8515 1.4756 1.5331 -0.1 -0.2 -0.1
H -2.8506 1.9330 3.0136 0.2 0.0 -0.2
O -2.2792 1.6020 2.3032 -0.3 0.4 0.7
H -1.4159 0.7165 -1.9668 0.5 -0.2 0.5
H -1.8416 0.4819 -3.3484 0.0 -0.1 -0.7
O -1.8063 0.0159 -2.5124 -0.4 1.5 -0.6
H 1.0395 4.1335 -0.6563 0.0 -0.2 0.0
H 1.7434 3.0384 -1.5220 0.1 0.3 0.5
O 1.3291 3.2121 -0.6533 0.1 0.1 -0.3
H 2.3539 0.1998 -0.0898 -0.5 0.2 0.0
H 0.7528 0.1169 -0.2379 0.5 0.1 -0.2
O 1.6060 0.0575 -0.7190 0.9 -0.1 0.6
H 1.1851 1.6160 -2.5541 -0.5 -0.2 0.2
H 1.1110 0.8117 -3.7669 -0.1 -0.3 -0.5
O 0.6402 0.9160 -2.9383 0.0 0.6 -0.6
H 1.2087 -2.8490 -1.1998 -0.1 0.0 -0.1
H 1.6948 -1.6026 -0.4229 0.1 -0.2 -0.6
O 1.5307 -2.5686 -0.3425 0.4 -0.5 0.6
H 3.8144 0.4360 1.5753 0.1 -0.1 -0.2
H 3.7821 1.6892 0.7455 0.0 -0.1 -0.1
O 3.8869 0.7291 0.6526 -0.2 0.3 0.5
H 0.7085 0.4101 3.4443 -0.2 0.4 0.0
H 0.3215 1.8756 3.5842 -0.1 0.0 0.1
O 0.9480 1.2991 3.1405 0.5 -0.2 -0.4
H 0.2841 -3.4793 2.4622 0.0 0.2 0.7
H 0.0998 -2.5631 3.7620 0.3 -0.3 -0.3
O -0.2905 -2.8539 2.9312 -0.2 -0.3 -0.5
```
Forces are in eV/Å.

energy relative to the best compared isomer or geometry (same formula, charge and spin)	29.7	kcal per mole
charge	+1
multiplicity	1
LUMO level	-2.5	eV
E_tot	-32749.236	eV
HOMO-LUMO gap	0.412	hartree

Charges obtained by natural (NBO) population analysis, quoted in units of e:
1 N -0.94
2 H 0.48
3 H 0.45
4 H 0.45
5 H 0.45
6 H 0.50
7 H 0.52
8 O -1.02
9 H 0.50
10 H 0.49
11 O -1.01
12 H 0.49
13 H 0.50
14 O -0.97
15 H 0.50
16 H 0.50
17 O -1.01
18 H 0.52
19 H 0.52
20 O -1.04
21 H 0.49
22 H 0.49
23 O -0.97
24 H 0.51
25 H 0.49
26 O -0.98
27 H 0.53
28 H 0.51
29 O -0.98
30 H 0.49
31 H 0.49
32 O -0.98
33 H 0.50
34 H 0.52
35 O -1.03
36 H 0.48
37 H 0.48
38 O -0.97
39 H 0.48
40 H 0.50
41 O -0.98
42 H 0.49
43 H 0.49
44 O -0.95
45 H 0.49
46 H 0.48
47 O -0.97
48 H 0.48
49 H 0.49
50 O -0.97